A structure of composition C2H2OS at a distorted geometry, computed with ωB97M-V/def2-TZVPD.

Geometry as ORCA input:
```
! wB97M-V def2-TZVPD RIJCOSX def2/J DEFGRID3
* xyz 0 1
C 0.0848 -0.6477 0.5007
C 0.5198 0.2311 -0.1418
O -0.2815 -1.6278 1.3044
S 0.9886 1.6531 -1.9351
H -1.0071 -1.5071 1.9638
H -0.3047 1.8984 -1.6920
*
```

Results
HOMO level: -9.495 eV
orbital gap: 8.126 eV
ΔE to the lowest compared entry with this formula, charge and spin: 377.24 kJ/mol
E_LUMO: -0.0503 Eh
calculated total energy: -550.6446 Eh